# 1
Computed, not measured: a cluster of 5 separate species, C37H66N2O11P2 in total at a distorted geometry, with the ωB97M-V functional and the def2-TZVPD basis.

```
118
Properties=species:S:1:pos:R:3:mulliken_charge:R:1
P 0.16959 2.28031 4.15219 -0.048
P 3.27757 2.46143 3.86438 0.084
O -8.19553 2.27540 -2.97968 -0.366
O 2.82541 -3.50607 1.26446 -0.330
O 0.33207 2.74261 -0.31937 -0.548
O 3.59875 -3.20306 3.31577 -0.634
O -6.65261 1.35102 -4.25833 -0.587
O -1.43022 1.05320 1.69574 -0.452
O 6.82101 -3.91172 -2.20130 -0.344
O -4.68248 -3.61248 -3.95320 -0.562
O 3.80497 5.51013 -0.19302 -0.612
O -6.23967 -2.68359 -2.67899 -0.347
O 7.61848 -3.61073 -0.16524 -0.519
N 1.66629 0.98353 0.61995 -0.247
N 4.43989 4.12899 -2.29860 -0.528
C 1.66100 3.11184 1.76264 -0.429
C 3.20345 4.09377 4.77482 -1.018
C 2.96306 -3.43059 -0.16024 -0.342
C -9.20360 3.26419 -2.73380 -0.402
C 3.40377 -4.75881 -0.73901 -1.080
C 3.53359 3.37746 -1.37490 -0.465
C -10.58591 2.72465 -3.03837 -0.971
C -3.22679 -2.94589 -0.80081 -0.222
C -8.24618 2.66972 -5.40461 -1.096
C 5.24622 -3.31066 1.62342 -0.854
C -1.67176 -1.14190 0.87468 0.463
C 1.59472 0.71534 2.09280 -0.829
C 1.08638 2.34238 0.51628 -0.378
C -2.08692 -0.74436 -0.48353 -0.595
C -0.59120 3.98929 4.04160 -0.212
C 6.94341 -3.83803 -3.62777 -0.416
C 2.95738 4.32571 -0.22150 0.013
C -7.24964 -1.69477 -2.44050 -0.141
C -8.62914 -2.23769 -2.75358 -1.121
C 0.88566 0.23946 6.09298 -1.011
C -7.61669 2.06850 -4.17529 0.880
C 9.25019 -3.71901 -1.87312 -1.209
C 0.55079 1.77449 5.91803 -0.323
C -2.01054 -2.44879 1.41867 -0.125
C -2.02804 3.92381 4.73293 -1.214
C 7.83994 -3.71442 -1.34392 0.872
C -6.27420 -2.29422 -5.10273 -0.977
C -5.65155 -2.89386 -3.86975 0.870
C 3.05593 3.65795 1.23800 -1.183
C 7.37236 -5.16881 -4.21010 -0.996
C -0.88790 -0.03269 1.66250 0.228
C 3.91383 1.06077 4.93961 -0.825
C -2.79020 -3.34269 0.54228 -0.722
C -2.85921 -1.63468 -1.33736 -0.616
C 0.47787 -0.34120 2.37533 -0.701
C 3.83151 -3.30768 2.13706 0.723
C 1.64839 2.05467 2.99382 1.465
H -6.74684 -1.32920 -4.92834 0.202
H -8.98689 4.18794 -3.27294 0.380
H 0.04009 4.82766 4.43363 0.392
H 5.36734 3.73485 -2.14326 0.241
H -8.82022 -3.14785 -2.18121 0.347
H 9.86099 -3.08996 -1.22630 0.330
H 6.67880 -5.95690 -3.91075 0.297
H 3.64316 0.04875 4.55201 0.208
H -7.19245 -1.45297 -1.37822 0.329
H 1.48960 -0.18893 5.25774 0.050
H 5.85056 -2.68031 2.27530 0.373
H 4.21787 4.56593 4.84684 0.377
H 4.38970 -5.04806 -0.37110 0.242
H -11.34960 3.46245 -2.78671 0.372
H -6.99870 -2.99634 -5.51677 0.275
H 7.39974 -5.11952 -5.29995 0.379
H 4.11134 3.94557 -3.24517 0.264
H 5.95060 -3.58472 -4.00257 0.331
H -0.39970 1.95361 6.50305 0.381
H 1.92727 4.71417 -0.41933 0.436
H -0.03388 -0.38594 6.20911 0.345
H -3.83687 -3.60397 -1.46609 0.330
H 4.62888 5.19717 0.22250 0.335
H -10.77411 1.81416 -2.46606 0.269
H 5.34828 -2.90046 0.62294 0.235
H 9.34262 -3.30855 -2.87664 0.356
H 0.83787 -1.31094 1.91811 0.116
H 2.65861 4.04018 5.75199 0.327
H 9.63883 -4.73731 -1.84976 0.284
H 2.63184 0.29721 2.27916 0.825
H 1.05952 4.04984 1.87037 0.263
H -7.46241 2.84180 -6.14174 0.334
H -2.73931 4.64602 4.25913 0.382
H 2.65807 1.00476 0.35558 0.546
H 5.03721 1.14918 4.97779 0.408
H -1.90501 4.08481 5.83415 0.315
H -8.97337 1.96856 -5.81489 0.254
H 3.44284 -4.70818 -1.82871 0.365
H -3.11924 -4.36076 0.86709 0.321
H -1.70557 -2.74668 2.45176 0.393
H 3.80981 2.82704 1.12121 0.253
H -5.48620 -2.12167 -5.83523 0.321
H -9.39583 -1.50020 -2.50834 0.347
H 2.59762 4.79045 4.12078 0.249
H 3.62292 -2.60994 -0.44826 0.310
H -9.13709 3.50423 -1.67186 0.327
H 7.60267 -3.01997 -3.92333 0.349
H -8.72640 -2.49968 -3.80876 0.279
H -10.69100 2.46485 -4.09307 0.269
H 3.56133 1.17984 6.00750 0.226
H -3.15324 -1.24824 -2.33987 0.358
H -0.80020 4.17036 2.95044 0.295
H 3.46795 4.47628 1.89226 0.468
H 1.31582 2.45325 6.39622 0.304
H 5.63690 -4.32718 1.64993 0.291
H 3.98324 2.42995 -0.97877 0.208
H 8.36072 -5.46227 -3.85271 0.274
H 2.70977 -5.54994 -0.44780 0.315
H 1.44912 0.14575 7.06608 0.327
H 1.97294 -3.18089 -0.54563 0.426
H -8.71815 3.63398 -5.22770 0.344
H -7.03076 -0.77180 -2.97920 0.176
H -1.80777 0.26198 -0.87061 0.321
H -2.48580 2.90171 4.59380 0.317
H 0.36548 -0.56216 3.47055 0.207
H 2.64522 3.08492 -2.01070 0.230
```

As for the SMILES: CCP(CC)[C@@]1(P(C)C)[C@@H](CC(=O)c2ccccc2)NC(=O)[C@@H]1C[C@@H](O)CN.CCOC(C)=O.CCOC(C)=O.CCOC(C)=O.CCOC(C)=O. Its HOMO energy is -6.42 eV. As for the frontier orbital gap: 0.2495 hartree. The value obtained for the LUMO energy is 0.4 eV.

# 2
Computed, not measured: a structure of composition C37H67F4IN3O6S3 at a distorted geometry, with the ωB97M-V functional and the def2-TZVPD basis.

```
121
Properties=species:S:1:pos:R:3:mulliken_charge:R:1
I -6.08114 -1.60883 -0.32443 0.197
S -6.76046 -0.39574 2.82931 1.392
S -4.87194 2.03078 3.17356 -0.268
S -0.15022 3.04694 0.97721 -0.266
F -3.52274 2.30026 -0.11347 -0.189
F -5.37877 1.39158 0.41947 -0.090
F -7.41142 -1.81430 2.69463 -0.266
F -4.38154 0.82060 -1.37550 -0.221
O -5.43483 -5.38886 6.34374 -0.528
O 0.34927 2.36928 -4.13159 -0.401
O 3.36096 5.58009 -8.47362 -0.402
O -6.95221 0.11822 4.13962 -0.579
O 6.07305 -2.35248 -0.10477 -0.420
O -7.30334 0.40344 1.78133 -0.596
N -3.47709 0.07067 0.63666 1.917
N -3.75538 -2.32167 0.99321 -0.046
N -2.34931 1.84054 2.15056 -0.688
C -1.56084 0.39176 -1.03802 0.294
C 2.32126 -5.95858 1.75692 -1.509
C 1.91615 -2.72109 3.90620 -0.778
C -0.25377 0.17703 -1.00630 -1.300
C 3.48236 6.87325 -9.04215 -0.341
C -0.05171 -1.02484 4.34333 1.149
C 4.17963 6.18182 -6.23256 -1.069
C 0.96247 -0.33758 5.27510 -1.781
C 0.67657 3.16506 -6.44274 -1.034
C 3.02595 -3.55593 1.16096 -1.394
C -1.00454 2.76293 -4.02212 -0.392
C -5.39672 -3.99948 6.67512 -0.723
C -2.54047 -0.55667 -0.41346 -1.503
C 7.31513 -1.72351 0.16696 -0.334
C 4.27364 5.26349 -7.44012 -0.375
C -4.98756 -0.80439 2.59484 3.156
C -1.42456 2.39411 1.57834 0.319
C -3.57849 0.21818 4.40991 -2.188
C 5.94310 -1.71090 -2.48061 -1.245
C -2.76887 0.47664 1.96737 1.995
C -4.00925 0.36934 3.01654 0.384
C -1.63921 -0.45333 2.43565 -0.126
C -4.19870 1.16907 -0.11128 0.399
C 4.83607 7.14749 -9.67368 -1.016
C -3.18667 -0.00643 5.52143 0.097
C 7.19078 -0.27956 0.62099 -1.043
C -4.54919 -3.25171 5.63496 -0.401
C -4.79813 -2.13133 3.39387 -2.715
C 0.79988 2.03468 -5.43794 -0.386
C 2.43307 -4.49590 2.17752 1.047
C -4.43475 -1.07859 1.08990 -2.772
C -5.39718 -2.23628 4.81864 -0.887
C -1.99590 1.69893 -4.46555 -1.097
C 2.04373 -4.14992 3.40241 -0.981
C -0.63719 0.09968 3.47045 -1.869
C 5.27934 -1.76060 -1.11508 -0.077
C 0.59702 -2.09343 3.42111 -0.088
H 1.98511 -2.76604 4.99157 0.493
H 4.37962 -2.37484 -1.17622 0.227
H -1.15643 2.98164 -2.96163 0.377
H 7.97846 -1.80010 -0.70099 0.321
H 2.70849 6.92714 -9.80775 0.315
H -6.42366 -3.62627 6.69892 0.419
H -3.70511 -2.74048 6.09488 0.124
H -3.73993 -2.34734 3.50734 0.413
H -4.03651 2.60870 4.05162 0.274
H 1.35919 -1.00948 6.03051 0.447
H -0.83116 -1.47242 4.96608 0.086
H 0.54774 0.56972 5.71399 0.433
H -1.83932 0.78184 -3.89351 0.281
H 4.84221 8.13778 -10.12961 0.383
H 7.77208 -2.31435 0.96044 0.344
H -1.88084 1.26993 -1.58695 0.577
H -6.34598 -5.68657 6.38150 0.309
H -3.11591 -1.14349 -1.12259 0.585
H -1.89553 1.44668 -5.52081 0.397
H -1.03181 0.89611 4.09577 0.837
H 2.85699 -2.50137 1.36691 0.296
H 3.24041 7.64085 -8.29850 0.308
H 0.79419 -1.64752 2.44157 -0.143
H 1.82560 -4.93761 4.11855 0.347
H 5.29886 5.23699 -7.82539 0.348
H 3.16809 6.17046 -5.82274 0.270
H -1.17973 3.70112 -4.55815 0.360
H 5.05352 6.40755 -10.44507 0.292
H 0.45643 0.86995 -1.43652 0.417
H -1.89536 -1.29701 0.03989 0.749
H 1.81504 -0.01598 4.66765 0.363
H -2.83155 0.07175 6.52375 0.568
H 6.74448 0.35549 -0.14554 0.261
H 8.17553 0.12465 0.85563 0.404
H 5.25941 -1.28472 -3.21578 0.383
H 4.09651 -3.76158 1.08496 0.376
H 2.77067 -6.58278 2.53130 0.364
H 4.87542 5.85665 -5.45817 0.398
H 1.22809 4.04225 -6.10137 0.230
H 5.64528 7.11246 -8.94321 0.261
H 4.03014 4.24496 -7.13377 0.333
H -0.11381 -2.91359 3.28891 0.278
H -2.05492 -1.36272 2.87892 -0.609
H -3.01840 2.04619 -4.30678 0.399
H 4.95393 -0.75909 -0.80728 0.292
H 0.15185 -0.73403 -0.57108 0.241
H -4.98862 -3.86901 7.68059 0.285
H -6.40757 -2.64328 4.80147 0.746
H -1.00799 -0.80840 1.62065 0.147
H 1.84940 1.76416 -5.32258 0.339
H 1.08027 2.85699 -7.40695 0.410
H -0.36031 3.46672 -6.59668 0.338
H 2.60424 -3.81191 0.18389 0.425
H 4.42227 7.21472 -6.48390 0.299
H -5.44552 -1.30515 5.37021 0.526
H 2.81978 -6.15801 0.81188 0.358
H 2.77829 -2.16548 3.53535 0.447
H -2.86545 -2.43136 1.44985 -0.098
H 0.21776 0.52848 2.93872 0.409
H -5.29711 -2.92837 2.84689 0.744
H 6.84631 -1.10008 -2.47445 0.300
H 6.56560 -0.21300 1.51310 0.261
H 0.28453 1.13761 -5.79872 0.309
H 1.26442 -6.22091 1.72945 0.311
H 6.22429 -2.71391 -2.80356 0.329
H -4.30136 -3.14396 0.83010 0.351
H -4.23123 -4.02027 4.92673 0.373
```

Its HOMO energy is -10.65 eV. As for the charge: +1. As for the frontier orbital gap: 0.2545 hartree. The value obtained for the LUMO energy is -3.7 eV.

# 3
Computed, not measured: a cluster of 10 separate species, C37H67NO21 in total at a distorted geometry, with the ωB97M-V functional and the def2-TZVPD basis.

```
126
Properties=species:S:1:pos:R:3:mulliken_spin:R:1
O 0.65746 0.84909 5.28332 -0.008
O -2.17408 -3.74353 3.98867 -0.122
O -0.54519 -4.63385 5.04737 0.012
O 2.52843 -5.57507 -1.06992 -0.001
O 5.62786 4.99804 -2.35341 0.001
O -1.87095 5.55924 5.46177 -0.088
O -0.69650 0.03754 -0.07615 0.266
O 2.13771 -0.18726 -4.54542 0.000
O -2.13199 3.62462 4.24524 -0.324
O 4.99076 3.94014 -0.26250 0.002
O -3.15001 -0.13258 -4.59024 -0.191
O 0.45031 -1.10627 1.52187 0.481
O 3.54000 -0.13653 0.82851 0.006
O 3.65871 3.82404 -2.07507 -0.014
O 3.65241 -1.64556 2.50628 -0.004
O -0.40135 -4.25416 2.82287 0.052
O -3.21963 -1.63947 -6.21670 -0.037
O 3.21905 -2.41544 0.47130 -0.004
O -0.17908 -1.31308 5.01349 -0.015
O 3.99407 0.97322 -3.66101 -0.001
O 0.40010 -5.66168 -1.84183 -0.016
N -0.54777 3.56020 -1.73013 0.053
C 1.67991 -6.03716 -1.81151 -0.003
C -1.67237 3.86158 -1.79663 -0.522
C 2.88801 0.69773 -4.52027 -0.004
C 6.01715 -0.37240 -3.50202 0.000
C 1.82915 0.56903 4.52209 -0.017
C 2.18560 -7.15397 -2.70584 0.001
C -0.55949 -0.63417 1.09673 -1.289
C 4.90045 4.28353 -1.62667 0.005
C 2.88214 3.34219 -0.98889 0.034
C -3.02359 4.34442 -1.85398 1.072
C -3.16647 3.90536 6.43391 0.139
C 1.68060 1.45075 3.29596 0.091
C -1.22707 -5.54103 -0.11395 0.023
C -1.59343 0.32325 5.71981 0.266
C -0.16424 -4.76733 -0.87442 0.052
C 3.19865 -3.00946 2.77418 0.019
C -5.45875 0.84689 -5.00263 0.115
C -1.91496 3.20504 1.86617 -1.069
C -3.40219 4.26504 -4.44719 0.047
C -4.60900 -0.24109 -4.27202 0.416
C -0.97626 -4.26848 3.86764 -0.151
C -2.27144 4.35734 5.36186 0.297
C 3.00621 -3.48919 1.30123 -0.004
C 0.48282 0.29290 -0.81265 -0.069
C 3.82639 3.17575 0.22133 -0.016
C 3.43127 -1.28067 1.19278 0.014
C -0.28573 -0.14145 5.29356 -0.079
C -2.62247 -3.75091 5.30174 0.186
C 0.69789 -0.83820 -1.82689 -0.110
C -3.39270 5.05397 -3.16724 -0.208
C 4.62653 -0.07347 -2.88137 -0.003
C 2.58637 1.93788 -5.40832 0.007
C -1.90302 4.33032 2.97833 0.138
C -2.64717 -0.76639 -5.62003 -0.029
C -1.90201 -0.80924 1.84936 0.591
C -1.66251 -4.75397 5.89655 0.024
C -1.27087 -0.29762 -5.81207 0.057
H -6.08123 0.37004 -5.75975 -0.003
H 2.60603 1.45758 2.72007 -0.028
H 5.89743 -0.76080 -4.51341 0.000
H 1.35583 -7.34739 -3.38567 0.000
H -2.72082 5.90526 -3.27676 0.058
H -2.01099 -5.78502 5.95664 -0.043
H 0.13977 -0.80309 -2.76250 0.031
H 6.43238 -1.18361 -2.90402 0.000
H -0.95111 4.86014 2.94263 0.030
H -2.71473 5.02574 2.76473 -0.168
H -2.36927 4.06728 -4.73368 -0.011
H 1.72970 -0.70788 -2.15321 0.026
H -3.41169 4.74220 7.08788 -0.018
H -5.98631 1.40584 -4.22975 -0.131
H 1.96897 -0.47957 4.25944 0.013
H -3.34070 4.89934 -0.97103 0.201
H -0.75148 -6.34249 0.45136 0.004
H 2.00095 -3.90822 1.25688 0.002
H -2.42581 -0.23477 5.29103 0.071
H -1.56268 -1.24094 2.79095 -0.125
H -2.00834 -5.90807 -0.77953 -0.014
H 2.02054 3.96321 -0.74378 0.029
H -3.89749 3.29419 -4.46246 0.131
H -0.53021 -3.82769 -1.28824 -0.010
H 3.85395 -3.69800 3.30766 0.000
H 3.71043 -4.29182 1.08227 0.003
H -1.62610 0.29419 6.80893 -0.025
H 2.67566 0.82632 5.15874 -0.014
H 2.44793 2.36705 -1.20948 -0.003
H -4.34034 5.42580 -2.77760 -0.305
H 3.35012 3.63354 1.08833 -0.005
H -0.74974 -0.51360 -4.87939 -0.022
H 1.48007 2.47245 3.61850 0.005
H 0.77467 -1.82881 -1.37869 -0.007
H -1.72537 1.34088 5.35220 -0.120
H -4.12847 3.55429 6.06054 -0.055
H -4.90695 -1.28073 -4.40795 0.034
H -2.84705 2.73173 2.17484 -0.077
H 0.82877 1.30075 2.63265 0.061
H 0.39292 1.25172 -1.32323 -0.007
H -2.20159 0.21389 2.07640 0.114
H -4.83916 1.62626 -5.44624 0.083
H -1.34141 -4.48997 6.90417 -0.025
H 4.57068 0.24643 -1.84087 0.000
H -2.82190 2.97913 6.89376 0.030
H -3.69279 3.55670 -1.50791 0.256
H -0.78122 -0.93346 -6.54967 0.004
H 2.50598 1.77309 -6.48279 -0.001
H 3.26793 2.76212 -5.19809 0.000
H 1.55967 2.17711 -5.13128 0.003
H -1.68139 -4.81702 0.56244 0.001
H -3.79549 4.79733 -5.31326 -0.076
H -1.12555 0.76014 -6.03143 0.004
H -2.78597 -2.81725 5.83994 0.070
H 3.94068 -0.92040 -2.90201 -0.001
H 2.29768 -8.08498 -2.15019 0.000
H 6.76514 0.41970 -3.53653 0.000
H 0.67153 -4.40380 -0.27656 0.004
H 1.36783 0.32515 -0.17719 0.009
H -4.85243 -0.11189 -3.21743 -0.159
H 2.19895 -2.99487 3.20831 -0.004
H 3.10300 -7.00582 -3.27552 0.000
H -3.63253 -4.16028 5.31888 -0.023
H -1.84941 3.59118 0.84897 0.777
H 4.14249 2.18706 0.55401 -0.003
H -2.65305 -1.23771 1.18570 -0.039
H -1.05062 2.57656 2.08068 0.401
```

Its HOMO energy (alpha / beta) is 0.36 / -8.13 eV. As for the charge: -1. The expectation value of S² is 0.7504. As for the frontier orbital gap (alpha / beta): 0.0576 / 0.3676 hartree. The spin multiplicity is 2. The value obtained for the LUMO energy (alpha / beta) is 1.9 / 1.9 eV.

Short version: DFT total energy = -83515.0425; -107672.5540; -83940.1724 eV, in the order given.